[1]
Entry from the Open Molecules 2025 dataset: a structure of composition C16H12BiNO7S3 in a non-equilibrium geometry (ωB97M-V/def2-TZVPD).

```
40
Properties=species:S:1:pos:R:3:lowdin_charge:R:1
Bi -0.05018 0.98153 -2.17960 1.778
S -1.26312 -2.82896 -0.85294 0.636
S 1.62718 -0.97464 -3.11870 0.636
S -2.41091 2.73553 0.18433 0.999
O 1.49051 2.44828 -2.33340 -0.278
O 2.54047 3.83689 -0.88867 0.114
O -1.30128 -2.55199 0.55225 -0.279
O -2.48838 -3.06602 -1.55011 -0.277
O 2.50980 1.69962 0.91345 0.121
O 0.78305 0.84600 -0.24563 -0.247
O -1.47462 2.54943 -1.02964 -0.730
N -0.46053 -1.60375 -1.63295 -0.223
C -1.64818 1.58703 2.48380 -0.085
C 1.94424 2.81539 -1.13452 -0.545
C -0.02742 -4.05188 -1.21018 -0.226
C 1.09195 -6.15569 -1.34567 -0.051
C 2.09261 -5.61816 -2.15134 -0.053
C -0.22248 3.41209 1.73273 -0.074
C 2.02475 -4.25257 -2.48086 -0.010
C 0.56092 3.23346 2.86329 -0.070
C 0.01667 -5.37512 -0.84353 -0.020
C 0.25158 2.27032 3.81430 -0.055
C -0.82799 1.42889 3.59536 -0.057
C -1.35749 2.59322 1.60980 -0.416
C -2.86093 4.48572 0.27035 -0.215
C 0.91868 -3.48767 -2.06230 -0.194
C 1.75912 1.71576 -0.03267 -0.547
C 0.60989 -2.01075 -2.26476 -0.833
H -1.04771 0.68120 4.32690 0.104
H 0.08595 4.10965 0.96004 0.120
H 0.90240 2.21876 4.71611 0.126
H 1.10072 -7.18547 -1.03813 0.101
H 1.44504 3.90464 2.92926 0.133
H -3.32130 4.67549 1.24286 0.072
H -0.78066 -5.83895 -0.28423 0.121
H 2.81485 -3.79815 -3.06132 0.103
H 2.95773 -6.18309 -2.47426 0.108
H -1.97387 5.06862 0.23980 0.040
H -3.51385 4.75764 -0.55105 0.058
H -2.49721 0.92772 2.33179 0.116
```

Its HOMO energy is -9.5 eV. Its LUMO energy is -0.646 eV. As for the total charge: 0. For the gap between HOMO and LUMO, the calculation gives 8.9 eV.

[2]
Entry from the Open Molecules 2025 dataset: a structure of composition C29H49BBr2F15INNbO14P in a non-equilibrium geometry (ωB97M-V/def2-TZVPD).

```
114
Properties=species:S:1:pos:R:3:lowdin_charge:R:1
I -9.74620 3.09933 0.49727 0.676
Nb -4.59513 3.91041 0.13650 1.324
Br -4.48569 1.84336 -1.47513 0.317
Br -6.14361 7.48015 1.10873 0.105
P -4.67396 5.90113 1.80131 0.291
F -5.97955 2.34344 -9.05484 0.157
F -1.15911 -1.44153 -2.83869 0.173
F 1.49113 -7.90862 2.16269 0.166
F 0.83655 -1.32722 -3.64364 0.156
F 4.30671 -5.55866 1.12332 0.157
F -4.09079 3.20414 -9.65084 0.161
F 5.25481 -3.91029 0.10024 0.152
F 0.35054 -0.29477 -1.80812 0.164
F 6.44837 -5.54558 0.86132 0.165
F 4.04793 1.67376 2.93968 0.157
F 1.19500 -8.01850 4.29440 0.173
F 2.91309 -6.97232 3.50112 0.158
F 2.30134 2.70236 2.19137 0.175
F -4.35004 1.05670 -9.67508 0.153
F 3.65398 1.73826 0.80781 0.161
O 5.84727 -2.86813 2.54848 0.181
O -3.16766 2.65778 -7.15098 0.169
O 3.91341 4.82666 1.65426 0.174
O -1.86160 4.09470 1.92747 0.023
O -2.69452 1.84656 1.94316 -0.026
O -4.92194 1.28372 -6.85792 0.032
O 5.69577 3.47571 1.88173 0.029
O 1.84906 -2.75753 -1.63334 0.039
O 5.37680 -4.86904 3.45788 0.027
O -0.25339 -3.38541 -1.14694 0.172
O 3.64052 -9.47269 2.26323 0.033
O 2.98671 -10.07626 4.32735 0.172
O -5.27136 5.28377 3.26140 -0.499
O -5.82938 2.80527 1.37172 -0.489
N -3.35896 5.11215 -1.04268 -0.243
C 4.39377 3.74758 1.81905 -0.395
C 3.58300 2.44964 1.94518 -0.541
C -5.02593 2.18491 -4.57952 -0.128
C -4.14312 2.09453 -7.55085 -0.414
C -2.12331 4.49660 -1.55488 -0.350
C 0.52540 -2.65638 -1.68366 -0.397
C -2.01451 1.01643 1.01048 -0.294
C 6.57648 4.60099 1.73191 -0.202
C 0.20989 4.02285 -0.63755 -0.257
C 5.55927 -4.02245 2.45447 -0.398
C -4.64845 2.18168 -8.99800 -0.534
C -4.55145 1.06352 -5.47237 -0.186
C 0.12955 -1.42175 -2.50329 -0.535
C 2.33785 -5.14170 -1.64044 -0.051
C -6.54750 4.65993 -0.86159 -0.394
C 5.54642 -4.32898 4.78159 -0.194
C 2.36732 -3.84906 -0.85173 -0.198
C 5.38737 -4.76248 1.12148 -0.521
C -8.90665 3.87221 -1.35861 -0.601
C 1.64262 4.42758 -1.06521 -0.108
C -0.87160 0.24141 1.67166 -0.057
C -7.39647 3.48605 -1.40844 -0.462
C 2.12294 -8.04648 3.33747 -0.536
C 4.30278 -3.59307 5.23280 -0.053
C 6.71550 5.36345 3.03261 -0.062
C 2.95169 -9.33660 3.39000 -0.397
C 4.50162 -10.62199 2.18488 -0.198
C 3.72252 -11.86342 1.80578 -0.061
C -0.81264 5.12246 -1.00285 -0.187
B -2.82710 3.16900 1.50444 -0.698
H 1.86620 5.35546 -0.53977 0.070
H 0.24567 3.85520 0.43529 0.087
H -9.05928 4.94196 -1.30583 0.026
H 1.31509 -5.43415 -1.87761 0.078
H 7.53984 4.19054 1.43500 0.123
H -6.33926 5.37698 -1.65916 0.031
H 2.86832 -5.02169 -2.58636 0.085
H -5.03235 0.13078 -5.18335 0.125
H 5.73115 -5.18178 5.43194 0.124
H -0.33371 5.69625 -1.79614 0.095
H 7.44665 6.16480 2.92855 0.081
H -6.21427 5.47879 3.34791 0.011
H 1.67969 4.55318 -2.14391 0.068
H -6.39120 3.37841 1.90861 -0.040
H 4.41110 -3.25924 6.26412 0.084
H 6.23403 5.24581 0.92328 0.126
H 7.03506 4.69517 3.83326 0.082
H -1.00731 0.20486 2.74972 0.075
H -2.73450 0.26199 0.68360 0.097
H -1.68768 1.53014 0.10557 0.082
H -2.06209 3.41622 -1.45102 0.030
H -0.81577 -0.77482 1.28323 0.061
H -3.08178 5.97639 -0.58598 0.012
H 1.82117 -3.94046 0.08744 0.130
H 5.23701 -10.39350 1.41608 0.125
H -4.80387 1.95412 -3.51185 -0.143
H 4.11166 -2.72243 4.60615 0.080
H -4.54006 3.12786 -4.83627 0.083
H -7.20929 5.15114 -0.14166 -0.035
H -1.74583 4.05786 2.88797 0.096
H 2.99471 -12.12056 2.57481 0.078
H 2.80461 -5.94566 -1.07250 0.071
H 2.32277 3.66206 -0.69500 0.046
H 5.04106 -10.75641 3.12181 0.125
H -1.00593 5.74557 -0.13247 0.104
H 5.76427 5.80033 3.33487 0.078
H -3.47509 0.91430 -5.39160 0.125
H 3.17142 -11.69867 0.87932 0.084
H -7.12473 3.26963 -2.44012 0.067
H 3.42952 -4.24242 5.16134 0.081
H -7.30634 2.61566 -0.76893 0.004
H -2.09262 4.69510 -2.63610 0.099
H -6.10249 2.33310 -4.69438 0.080
H 0.09720 0.70459 1.46994 0.059
H 6.42864 -3.69086 4.82113 0.125
H -9.43120 3.42273 -2.19635 0.030
H 4.39598 -12.70915 1.67031 0.082
H 3.39025 -3.58950 -0.60796 0.096
H -0.01978 3.08504 -1.14600 0.095
```

Its HOMO energy is -4.0 eV. Its LUMO energy is 1.417 eV. As for the total charge: -1. For the gap between HOMO and LUMO, the calculation gives 5.5 eV.

[3]
Entry from the Open Molecules 2025 dataset: an isolated molecule of C22H26N4O5S in a non-equilibrium geometry (ωB97M-V/def2-TZVPD).

```
58
Properties=species:S:1:pos:R:3:lowdin_charge:R:1
S -3.17469 -2.98564 -0.54416 0.989
O 2.13639 -1.28694 0.19949 -0.052
O -2.80526 1.22068 2.60654 -0.110
O -3.95466 -0.15994 -1.90946 0.045
O -0.70025 3.48083 -1.97318 -0.088
O 7.51384 -0.10239 -0.18286 -0.089
N -0.74475 -1.74678 -0.22172 0.010
N -0.90736 -1.00280 1.83032 0.092
N -2.03295 -1.67241 1.55595 0.041
N -3.65497 0.32763 0.29860 0.149
C -1.17835 2.70128 1.53321 -0.013
C -2.26405 1.94398 -0.91169 0.046
C 5.26101 0.68045 0.34511 -0.018
C 1.18145 -0.36701 0.67753 -0.117
C -2.11117 1.26730 3.83133 -0.085
C -1.23892 2.88320 -0.87079 -0.283
C -4.56513 -1.81130 -0.29053 -0.329
C 3.90780 0.38379 0.44189 -0.015
C -0.65830 -0.86260 -2.50195 -0.047
C 5.69726 -1.56606 -0.36834 0.003
C -2.21615 1.78335 1.50960 -0.241
C -0.13911 -1.04291 0.77516 -0.258
C 4.35839 -1.86083 -0.27134 0.002
C -4.05272 -0.45225 -0.73466 -0.548
C -1.29606 3.23105 -3.22515 -0.082
C -2.73017 1.37890 0.26454 -0.139
C -0.28018 -2.00337 -1.56232 -0.178
C 3.44722 -0.88638 0.13895 -0.265
C -1.93728 -2.11494 0.33101 -0.629
C 8.04788 1.16035 0.12987 -0.094
C 6.16847 -0.28777 -0.05794 -0.284
C -0.68871 3.23956 0.35634 -0.014
H -2.70018 1.62279 -1.84110 0.096
H -0.73882 -2.93642 -1.89933 0.107
H -5.35257 -2.17019 -0.95022 0.084
H -2.69316 0.65568 4.51805 0.096
H -1.73917 -0.74926 -2.55318 0.058
H -2.04814 2.28885 4.21975 0.090
H 1.44062 -0.00509 1.68017 0.140
H -3.76918 -0.02514 1.24424 0.127
H 6.40803 -2.31337 -0.68211 0.120
H 7.64643 1.94117 -0.52450 0.095
H -0.22449 0.07429 -2.15779 0.068
H 3.23266 1.16402 0.75627 0.106
H 7.86010 1.42946 1.17455 0.095
H -2.35376 3.51016 -3.22722 0.100
H 0.80372 -2.12827 -1.52114 0.119
H 0.11754 3.95508 0.37410 0.116
H 5.58360 1.67966 0.59090 0.104
H -0.28351 -1.07715 -3.49885 0.082
H 1.09820 0.49891 0.00046 0.134
H -1.11231 0.83794 3.72262 0.082
H -0.74240 3.00729 2.47019 0.108
H 3.99028 -2.84710 -0.50509 0.119
H -0.75542 3.85415 -3.93592 0.093
H -4.86879 -1.85073 0.75309 0.080
H 9.12128 1.07418 -0.03115 0.092
H -1.20000 2.18083 -3.51817 0.086
```

Its HOMO energy is -7.7 eV. Its energy above the lowest of the compared OMol25 structures with the same formula, charge and spin is 81.5 kcal per mole. Its LUMO energy is 0.644 eV. As for the total charge: 0. For the gap between HOMO and LUMO, the calculation gives 8.3 eV.

[4]
Entry from the Open Molecules 2025 dataset: a structure of composition C31H45BrCoN2P2 in a non-equilibrium geometry (ωB97M-V/def2-TZVPD).

```
82
Properties=species:S:1:pos:R:3:lowdin_spin:R:1
Br -2.07891 -0.34131 2.01127 -0.025
Co -0.02102 -0.61715 0.43489 1.976
P 1.97387 -1.18969 1.08553 0.025
P -2.35281 -3.19083 -1.49767 0.598
N 0.42501 1.21150 3.40844 0.003
N -1.19461 7.63977 -6.24818 0.000
C -1.38276 6.38204 -6.61114 0.000
C -4.43337 -3.61968 0.44527 0.010
C -2.96525 -1.63194 -3.69866 0.017
C -2.62449 -1.51553 -2.20710 0.086
C -0.84439 2.80868 -1.54346 0.004
C -0.79360 7.01251 -3.99836 0.000
C -0.80634 0.52058 5.33758 0.001
C -0.86979 3.68000 -2.60485 0.000
C 0.28652 2.82002 -0.68843 0.012
C 4.79692 -0.86191 1.40688 0.003
C 1.65698 0.49728 5.31929 0.000
C 0.43416 0.71942 4.66397 0.000
C -0.78435 0.30336 6.69803 0.000
C 0.31887 1.96241 0.42425 -0.007
C -0.91327 7.98475 -4.99913 0.000
C -1.96584 1.20357 -0.16611 -0.001
C 3.43106 -0.16108 1.58084 0.007
C -1.96927 2.00132 -1.32086 0.016
C -2.98031 -3.14140 0.24536 0.099
C 3.00002 -3.87360 1.42244 0.002
C -0.90985 1.31171 0.75378 -0.034
C -1.28220 5.34563 -5.67953 0.000
C -0.84738 4.60109 -3.38397 0.001
C 2.10080 -2.78570 2.04368 0.005
C 2.80134 -0.48880 -1.55498 0.001
C -0.96260 5.64977 -4.33964 0.000
C -0.17637 -4.87822 -1.81658 0.018
C 2.00395 -1.49061 -0.74452 0.022
C 0.43110 0.18062 7.38170 0.001
C -0.54144 -3.45574 -1.40929 0.085
C 1.65107 0.28258 6.67335 0.000
H -0.57848 7.32838 -2.98580 0.000
H -1.73073 -0.90048 -2.05889 0.012
H -2.79184 0.51649 -0.02536 0.001
H 3.41921 0.78806 1.01444 0.000
H 2.60657 -0.62555 -2.62026 0.000
H -3.34902 -0.68531 -4.09641 0.000
H -2.84522 2.04146 -2.00011 0.000
H 0.87952 -4.96284 -2.08208 0.000
H 2.29011 -2.52336 -0.95200 0.003
H 2.58814 0.21860 7.21482 0.000
H -3.73491 -2.39595 -3.87789 0.005
H -4.60572 -4.61074 0.01744 0.003
H -0.44358 1.58496 3.01200 0.000
H -3.43873 -1.03725 -1.66300 0.001
H -0.75663 -5.19852 -2.68379 0.005
H 0.93379 -1.41118 -1.05278 0.006
H 1.10666 3.52678 -0.92972 0.000
H -1.73664 0.62121 4.76800 0.000
H 4.02854 -3.51402 1.28713 0.000
H 1.27964 1.60030 2.99747 0.000
H -2.89559 -2.08327 0.55970 0.018
H 4.92014 -1.67635 2.13468 0.000
H 2.58910 0.61058 4.74831 0.000
H 0.43508 0.01294 8.45755 0.000
H -2.28765 -3.71127 0.88331 0.001
H -4.64661 -3.67768 1.52658 0.000
H 2.61484 -4.18659 0.43291 0.000
H 1.25477 1.87608 0.99428 0.000
H 2.43900 -2.52338 3.06603 0.000
H -0.20032 -3.22378 -0.38723 0.014
H 3.04464 -4.78254 2.04657 0.000
H 1.05457 -3.12337 2.13957 0.002
H 5.65068 -0.17217 1.54629 0.001
H -1.45499 4.32709 -5.99609 0.000
H 3.87326 -0.58792 -1.39072 0.000
H -0.77303 9.05389 -4.77342 0.000
H 2.52268 0.54135 -1.32769 0.000
H -0.06919 -2.73865 -2.08702 0.001
H 3.23746 0.09879 2.63770 0.000
H -1.61697 6.16998 -7.66764 0.000
H -5.14409 -2.90766 0.00865 0.000
H -1.73368 0.24650 7.23975 0.000
H -0.36094 -5.59051 -1.00818 0.000
H -2.08470 -1.89578 -4.29078 0.000
H 4.89947 -1.29274 0.39958 0.000
```

Its HOMO energy (alpha / beta) is -11.7 / -11.7 eV. Its energy above the lowest of the compared OMol25 structures with the same formula, charge and spin is 14.3 kcal per mole. Its LUMO energy (alpha / beta) is -7.387 / -9.381 eV. As for the total charge: +2. Its expectation value of S² is 3.811. For the gap between HOMO and LUMO (alpha / beta), the calculation gives 4.3 / 2.3 eV. Its spin multiplicity is 4.

Number 1: electronic energy -70954.642 eV. Number 2: electronic energy -261491.344 eV. Number 3: electronic energy -50268.248 eV. Number 4: electronic energy -162083.070 eV.